257
Properties=species:S:1:pos:R:3:forces:R:3 method="wB97M-V/def2-TZVPD" e_lumo_ha=0.01725 e_homo_ev=-7.9 smiles=CC1(C)CCCC(C)(C)N1O.CC1(C)CCCC(C)(C)N1O.CC1(C)CCCC(C)(C)N1O.CC1(C)CCCC(C)(C)N1O.CC1(C)CCCC(C)(C)N1O.CC1(C)CCCC(C)(C)N1O.CC1(C)CCCC(C)(C)N1O.CC1(C)CCCC(C)(C)N1O.COC[C@H](C)N spin_multiplicity=1 e_above_lowest_kcal_mol=95.65 homo_lumo_gap_ev=8.3499
C -3.909672 -0.220846 -6.864182 2.1 -0.6 -0.5
C -4.326870 -0.026977 -5.419895 -1.1 0.9 0.5
C -3.748364 1.339959 -4.941733 -0.4 -0.1 -0.4
C -5.900381 0.088121 -5.544093 0.6 0.1 0.8
C -6.643139 0.036495 -4.219040 0.2 -0.7 -0.2
C -6.178820 -1.236593 -3.502489 0.6 0.5 0.1
C -4.645884 -1.232718 -3.227167 -1.7 -0.6 1.2
C -4.404941 -0.173607 -2.114963 1.7 -0.2 -0.6
C -4.370615 -2.643221 -2.663041 0.5 0.9 0.4
N -3.935122 -1.072725 -4.464555 -0.4 -1.1 -1.7
O -2.532058 -1.206495 -4.315359 -0.6 0.9 0.2
H -2.816359 -0.189958 -6.969395 0.0 0.0 0.3
H -4.148680 -1.176503 -7.331959 -0.6 0.0 0.3
H -4.215018 0.600791 -7.512634 -0.5 0.0 0.2
H -3.625965 1.437720 -3.865937 0.0 -0.2 0.1
H -2.770349 1.471681 -5.405238 -0.1 0.4 0.0
H -4.451143 2.125184 -5.226407 0.4 0.2 -0.2
H -6.028905 1.039909 -6.060672 -0.3 -0.1 -0.1
H -6.370450 -0.697579 -6.138305 0.6 -0.1 -0.3
H -6.454159 0.926035 -3.618162 -0.2 0.0 0.1
H -7.706705 -0.066393 -4.443347 -0.1 0.4 0.2
H -6.415231 -2.136017 -4.074720 -0.1 0.1 -0.2
H -6.646313 -1.337877 -2.521069 -0.1 0.1 -0.2
H -4.929684 0.757953 -2.299575 -0.1 0.0 0.3
H -3.329389 0.049704 -2.142480 0.0 0.3 0.1
H -4.509296 -0.539847 -1.093463 -0.7 -0.1 -0.1
H -3.313702 -2.757130 -2.415119 0.1 -0.2 -0.4
H -4.730462 -3.392490 -3.362594 0.2 -0.2 0.0
H -4.845005 -2.726882 -1.681481 -0.3 -0.2 -0.9
H -2.295214 -0.406948 -3.813165 0.5 -0.1 -0.1
C -2.709468 4.009536 1.179586 0.4 -0.6 0.3
C -3.729612 4.285671 0.063387 0.8 -0.8 0.2
C -4.746235 3.125298 -0.061594 0.2 0.4 0.2
C -4.450199 5.616984 0.280863 -0.9 0.1 -0.5
C -4.727764 6.316440 -1.031446 -0.6 0.2 -0.1
C -3.469355 6.614211 -1.807304 -0.3 0.5 -0.7
C -2.554629 5.395096 -2.087773 -0.8 -1.2 1.3
C -2.858450 4.830128 -3.484257 0.4 1.0 -0.1
C -1.090103 5.811185 -1.854764 -0.5 0.5 -0.3
N -2.983969 4.261006 -1.215593 -0.8 1.0 -0.1
O -2.178906 3.127243 -1.374771 0.1 0.0 0.2
H -2.350308 2.981098 1.062879 0.0 0.0 0.1
H -1.828650 4.651492 1.090455 -0.1 0.2 -0.1
H -3.020978 4.046558 2.224470 -0.5 0.3 -0.2
H -5.329108 3.296766 -0.967379 -0.3 0.1 0.2
H -4.262690 2.158702 -0.204161 0.2 0.1 0.1
H -5.372219 3.087576 0.832139 -0.2 -0.1 -0.1
H -5.469134 5.451626 0.645113 0.3 -0.4 0.6
H -3.969205 6.287444 0.995062 0.3 -0.1 -0.1
H -5.470322 5.739367 -1.594395 0.4 -0.3 -0.2
H -5.292703 7.232133 -0.827860 0.3 0.2 0.0
H -2.964177 7.443108 -1.304938 0.4 -0.4 0.3
H -3.764855 7.080374 -2.754014 0.1 -0.2 -0.2
H -2.505931 5.624690 -4.151103 0.1 -0.6 -0.6
H -3.923107 4.676670 -3.665799 -0.1 0.3 0.4
H -2.422273 3.845757 -3.638509 0.5 0.3 -0.1
H -0.424053 5.025089 -1.506827 0.0 -0.2 -0.4
H -1.061638 6.603176 -1.105877 0.0 -0.1 0.1
H -0.757393 6.273757 -2.787089 0.5 -0.2 0.1
H -1.547405 3.138970 -0.637515 0.2 0.0 -0.2
C 8.571608 -4.585170 -3.331043 0.0 -0.4 -1.0
C 7.327077 -4.379686 -4.226229 0.4 -0.5 -0.1
C 7.708144 -3.586717 -5.485853 0.3 0.0 0.3
C 6.909834 -5.813133 -4.691169 -1.2 0.6 0.0
C 5.427223 -5.882364 -5.124373 1.0 0.8 0.1
C 4.549733 -5.257924 -4.037567 0.4 -1.3 -0.9
C 4.890845 -3.837607 -3.651756 -1.0 2.1 -0.2
C 4.433539 -2.833279 -4.762202 -0.3 -0.6 0.0
C 4.080156 -3.462205 -2.379237 0.3 0.1 -1.2
N 6.302514 -3.767238 -3.367522 0.4 -1.1 0.3
O 6.737428 -2.478208 -2.924140 -0.2 -0.5 -0.3
H 9.220108 -5.258183 -3.899138 0.3 0.2 0.1
H 9.129338 -3.668670 -3.143070 -0.1 0.0 0.2
H 8.311367 -5.136740 -2.427723 -0.1 0.3 0.2
H 6.994465 -3.787306 -6.284197 -0.1 0.4 0.0
H 7.833148 -2.529012 -5.256077 -0.3 0.1 -0.2
H 8.676620 -3.930291 -5.857570 0.0 -0.1 0.1
H 7.490762 -6.104208 -5.566488 0.5 0.0 0.3
H 7.077581 -6.502408 -3.862096 0.0 -0.2 -0.1
H 5.300279 -5.345388 -6.070066 0.0 0.1 0.0
H 5.156290 -6.911241 -5.363028 -0.1 -0.1 0.3
H 4.714298 -5.897255 -3.165380 -0.5 0.1 0.2
H 3.549388 -5.363273 -4.460953 -0.4 0.4 0.8
H 4.587772 -1.764719 -4.603302 0.9 -0.2 0.3
H 3.341041 -2.830488 -4.839467 0.0 -0.6 -0.3
H 4.900227 -3.175493 -5.685008 -0.3 0.4 -0.3
H 4.514627 -4.002909 -1.541204 -0.3 0.2 0.3
H 3.035383 -3.697257 -2.589264 0.0 -0.4 0.3
H 4.080238 -2.376965 -2.284904 0.4 0.0 0.5
H 7.316941 -2.771446 -2.210866 -0.1 0.5 0.2
C 3.358987 4.969695 -6.145307 0.5 0.8 0.6
C 2.845429 4.775668 -4.689177 -0.6 -0.5 -2.1
C 2.692374 6.161722 -4.039032 0.7 -0.4 0.6
C 1.475045 4.074695 -4.956293 -1.1 1.3 1.7
C 0.947843 3.244447 -3.804674 0.0 -2.0 -0.2
C 1.943307 2.216744 -3.265640 0.5 2.1 -1.2
C 3.298486 2.919407 -2.985944 0.1 -0.6 1.8
C 3.185479 3.651790 -1.628924 0.6 -0.2 0.1
C 4.298021 1.772698 -2.835876 1.1 -0.4 0.2
N 3.763248 3.835678 -4.033063 -1.2 -0.9 -1.2
O 4.964395 4.467427 -3.695007 0.2 0.4 0.6
H 4.401162 5.294562 -6.093050 0.0 0.0 -0.3
H 3.265334 4.085060 -6.769974 0.1 -0.2 0.2
H 2.786509 5.769475 -6.621573 0.0 0.0 0.0
H 2.811709 6.047048 -2.961180 -0.5 0.2 0.1
H 3.513622 6.834320 -4.294247 0.0 -0.1 -0.3
H 1.753319 6.635195 -4.315421 0.0 0.0 0.1
H 0.672956 4.825456 -4.944067 0.5 0.6 -0.6
H 1.381698 3.646635 -5.950178 0.4 -0.6 0.2
H 0.574828 3.816890 -2.956721 0.0 0.4 -0.3
H 0.109858 2.639279 -4.170024 -0.3 0.4 0.1
H 2.142672 1.472291 -4.037886 -0.3 -0.4 0.3
H 1.522486 1.862789 -2.326666 0.4 -0.6 -0.1
H 3.006565 2.997531 -0.771079 -0.3 -0.3 -0.3
H 2.400350 4.404356 -1.674000 0.1 0.2 0.2
H 4.171538 4.064284 -1.403628 -0.2 0.6 -0.1
H 4.836808 1.539278 -3.757575 -0.2 0.2 -0.2
H 3.836035 0.830500 -2.534865 -0.3 0.1 0.1
H 5.077013 1.962947 -2.091089 0.0 0.2 0.0
H 5.611516 4.208511 -4.359587 -0.2 -0.2 -0.1
C -4.247854 -4.431129 2.620484 -1.7 0.4 0.1
C -5.176149 -3.791230 1.539762 0.9 -1.3 -1.0
C -4.351107 -2.751240 0.813877 0.2 0.9 -1.2
C -5.473505 -5.026088 0.617520 -0.5 0.0 -0.1
C -6.535272 -4.862170 -0.476874 -0.1 0.3 1.8
C -7.804475 -4.316972 0.222250 1.2 -0.5 -2.2
C -7.515105 -3.049744 1.030591 -1.5 -0.9 0.9
C -7.288352 -1.887877 0.041701 -0.1 0.3 0.8
C -8.848818 -2.964326 1.831858 0.2 2.1 -0.1
N -6.459359 -3.331996 2.020900 -0.2 -1.5 -0.3
O -6.335236 -2.411181 3.072635 0.0 0.7 -0.3
H -4.834811 -5.201048 3.127564 0.1 0.0 0.1
H -3.446219 -4.920293 2.075165 0.3 0.2 0.3
H -3.940362 -3.704571 3.370219 0.4 0.0 -0.1
H -4.395323 -1.770575 1.294275 0.4 -0.2 0.4
H -3.331060 -3.094461 0.623901 0.2 0.1 0.7
H -4.635869 -2.518891 -0.219333 -0.6 -0.3 0.8
H -4.574190 -5.430469 0.147361 0.3 0.2 0.4
H -5.878105 -5.765258 1.314494 0.2 -0.3 -0.1
H -6.168066 -4.179377 -1.242339 -0.3 -0.3 -0.2
H -6.787544 -5.852427 -0.856077 0.3 0.1 -0.5
H -8.325014 -5.127130 0.731738 0.3 0.2 0.6
H -8.450793 -4.105031 -0.637661 -0.4 0.6 0.4
H -6.801109 -1.061101 0.562052 0.0 0.1 -0.1
H -8.236070 -1.511570 -0.348358 -0.1 -0.1 0.1
H -6.681203 -2.167018 -0.815546 0.0 -0.1 0.2
H -9.006182 -3.764412 2.549690 0.2 -0.4 -0.3
H -9.646988 -2.880665 1.093477 -0.2 -0.4 0.1
H -8.935543 -2.035896 2.410047 0.2 0.0 0.0
H -6.812429 -2.828024 3.798050 0.1 0.0 0.0
C 10.464729 -0.248854 0.136050 1.0 0.4 0.1
C 9.149411 0.265437 0.736682 1.3 0.0 -0.8
C 8.823174 1.589844 0.014442 -1.2 -0.2 0.4
C 8.107355 -0.853179 0.470702 0.8 0.6 0.3
C 6.872634 -0.597605 1.309500 -0.3 0.2 -0.9
C 7.096201 -0.455709 2.800052 0.2 -0.6 -0.3
C 8.236432 0.492434 3.137569 1.4 1.7 0.8
C 7.737491 1.957164 3.315706 1.1 0.7 0.5
C 8.930513 0.097466 4.471940 -1.6 -0.4 0.7
N 9.369931 0.417048 2.186588 -0.8 -1.2 -1.0
O 10.346512 1.433247 2.420321 -0.4 -0.6 0.1
H 10.908839 -1.056049 0.724888 -0.4 -0.3 -0.1
H 10.364481 -0.521713 -0.916108 -0.3 -0.3 0.1
H 11.257777 0.506167 0.120886 -0.3 0.3 0.1
H 9.053153 2.449284 0.640279 0.1 0.0 0.0
H 9.307302 1.728147 -0.950302 0.1 -0.3 0.0
H 7.743498 1.560783 -0.160607 0.0 0.5 -0.2
H 7.894435 -0.865824 -0.601803 -0.3 0.4 0.0
H 8.640373 -1.799754 0.599761 -0.4 -0.2 0.7
H 6.483784 0.371200 0.972494 -0.1 0.0 -0.1
H 6.069525 -1.290189 1.049593 0.1 -0.2 0.3
H 7.301144 -1.414883 3.282934 -0.1 -0.1 -0.1
H 6.147772 -0.064559 3.169390 0.2 0.0 0.5
H 6.892814 2.098872 3.990394 -0.3 -0.4 -0.3
H 7.641581 2.579285 2.425168 -0.5 -0.5 -0.3
H 8.545177 2.486993 3.833760 0.0 -0.1 0.0
H 9.144205 -0.971864 4.517082 0.0 0.0 -0.2
H 8.198468 0.295144 5.265012 0.1 -0.1 0.2
H 9.829722 0.632663 4.766288 0.0 0.3 -0.5
H 11.047872 0.853867 2.737373 0.3 0.5 0.0
C -0.412933 0.809122 2.792509 0.9 -0.8 0.5
C -0.321015 -0.584034 2.093975 -0.9 0.9 0.4
C -1.050468 -1.625280 2.939180 0.7 -0.2 1.5
C -1.030022 -0.479550 0.726474 -0.3 0.2 -0.3
C -0.206741 0.083922 -0.425467 0.4 0.1 -0.9
C 1.223402 -0.501076 -0.488305 -0.9 1.1 0.8
C 1.902947 -0.466102 0.887992 0.6 -1.5 0.6
C 3.040438 -1.498417 0.784527 2.0 1.3 0.5
C 2.509375 0.897473 1.305054 0.8 0.3 0.3
N 1.053141 -1.037517 1.969841 -0.3 -0.6 -1.7
O 1.727804 -0.991549 3.193860 0.1 0.4 0.4
H 0.019465 1.581233 2.157403 -0.7 0.2 -0.2
H -1.410587 0.964321 3.193629 -0.1 0.4 -0.5
H 0.239097 0.832663 3.669992 0.0 -0.3 0.0
H -2.050674 -1.366052 3.290655 -0.2 0.1 -0.6
H -0.980024 -2.647178 2.563653 -0.3 0.2 -0.6
H -0.496734 -1.713178 3.882275 0.0 0.2 0.0
H -1.517454 -1.416600 0.443604 0.6 -0.4 0.0
H -1.916532 0.155316 0.833221 0.1 0.2 0.3
H -0.709885 -0.109285 -1.379807 -0.1 -0.4 0.1
H -0.194887 1.178237 -0.477662 0.3 0.1 0.7
H 1.884580 0.104741 -1.111129 -0.2 -0.1 -0.3
H 1.173255 -1.502915 -0.911479 0.1 -0.2 0.3
H 2.871713 -2.543675 0.539091 -0.8 0.1 0.0
H 3.591654 -1.441819 1.730045 -0.1 -0.4 0.1
H 3.805324 -1.117996 0.095835 -0.2 -0.1 -0.4
H 2.787808 0.911539 2.363020 -0.7 -0.3 0.2
H 1.914460 1.795273 1.135688 -0.3 -0.2 -0.2
H 3.510826 1.118862 0.914477 -0.2 -0.3 -0.8
H 1.855533 -1.923872 3.465003 -0.3 -0.1 -0.2
C -4.508987 -0.103618 5.327849 1.0 -0.5 0.7
C -4.851184 1.386329 5.267568 -0.6 -0.8 -0.9
C -3.671532 2.115297 4.579818 -1.2 0.1 0.1
C -6.108295 1.473493 4.364320 -0.9 0.6 -0.3
C -6.850391 2.808948 4.379981 1.5 0.2 1.2
C -7.239293 2.951760 5.861401 -1.4 0.5 -0.7
C -6.099660 2.938625 6.897145 0.1 0.6 0.0
C -5.369008 4.302252 7.000412 -0.5 -0.6 -1.3
C -6.796746 2.678397 8.243158 0.7 -0.1 0.5
N -5.177779 1.836264 6.612022 -1.7 -0.3 -0.3
O -4.195789 1.657156 7.604810 0.3 0.2 -0.8
H -4.579602 -0.599699 4.359538 -0.1 0.1 -0.1
H -5.078708 -0.652761 6.078393 -0.5 0.2 -0.2
H -3.478917 -0.239472 5.679021 0.1 0.1 -0.2
H -3.255649 1.511986 3.775851 0.4 -0.3 0.5
H -2.997577 2.364708 5.398339 0.7 0.3 -0.7
H -4.044072 2.977183 4.021514 0.2 0.5 0.6
H -5.880233 1.214695 3.326807 0.3 -0.4 0.2
H -6.909376 0.833214 4.743064 0.5 -0.8 -0.1
H -7.652633 2.864295 3.646211 -0.3 -0.3 0.3
H -6.172379 3.630685 4.113903 0.0 0.0 0.0
H -7.981595 2.205486 6.168811 0.5 -0.7 -0.4
H -7.926857 3.803078 5.960221 0.8 0.6 0.4
H -4.818401 4.519550 6.079293 0.1 -0.2 0.0
H -6.159664 5.052768 7.017904 0.3 0.3 0.8
H -4.654391 4.260053 7.817553 -0.3 0.5 0.2
H -7.783188 3.136070 8.304119 0.0 0.0 -0.1
H -6.861456 1.605408 8.423456 -0.2 0.0 -0.1
H -6.191098 3.085949 9.055129 -0.1 0.0 0.1
H -3.386707 2.003822 7.192910 0.1 0.1 0.5
C 2.141617 -7.016760 5.846317 -0.1 -0.2 1.1
O 1.430114 -5.834538 6.135078 0.1 0.7 -0.6
C 2.177747 -4.645673 5.955168 1.5 -0.2 0.8
C 2.878523 -4.435142 4.620826 -0.5 1.3 -1.9
C 4.063784 -3.446439 4.691245 -0.1 0.2 0.7
N 1.910720 -3.825240 3.671348 -0.6 -0.4 -0.7
H 3.017526 -7.137342 6.499997 0.2 0.3 -0.2
H 2.455207 -7.083164 4.805436 -0.2 -0.3 0.0
H 1.469882 -7.807033 6.185085 0.0 -0.2 -0.7
H 1.552331 -3.799266 6.234611 -0.3 0.0 -0.5
H 3.004562 -4.583741 6.681120 -0.1 -0.5 0.3
H 3.190897 -5.326856 4.072466 0.4 -0.4 1.0
H 3.852135 -2.625553 5.384827 0.0 -0.3 0.4
H 4.279960 -2.857570 3.796241 -0.3 -0.7 -0.5
H 4.983984 -3.956824 4.977219 0.0 0.1 0.2
H 1.104027 -4.448854 3.599137 -0.2 0.3 0.4
H 2.287257 -3.950757 2.730595 0.2 0.4 0.0